{
  "formula": "C16H50F3O14Y",
  "method": "ωB97M-V/def2-TZVPD",
  "homo_ev": -4.94,
  "lumo_ev": -1.09,
  "e_above_lowest_ev": 8.228,
  "spin_multiplicity": 1,
  "symbols": ["Y", "O", "C", "C", "O", "H", "H", "H", "H", "C", "O", "O", "C", "F", "F", "F", "C", "C", "H", "H", "H", "H", "H", "H", "C", "O", "H", "H", "H", "H", "C", "O", "H", "H", "H", "H", "C", "O", "H", "H", "H", "H", "C", "O", "H", "H", "H", "H", "C", "O", "H", "H", "H", "H", "C", "O", "H", "H", "H", "H", "C", "O", "H", "H", "H", "H", "C", "O", "H", "H", "H", "H", "C", "O", "H", "H", "H", "H", "C", "O", "H", "H", "H", "H"],
  "xyz": [[-3.761275, -1.996746, -0.523016], [-5.755455, -5.776696, -1.190146], [-4.367785, -5.978826, -1.474696], [-3.430815, -4.786696, -1.953566], [-4.105865, -3.580486, -2.274076], [-4.477595, -6.769936, -2.216436], [-3.818395, -6.463626, -0.667706], [-2.657485, -5.070026, -2.667556], [-2.831995, -4.367676, -1.144906], [-0.215295, -1.555366, 0.148494], [-0.845685, -0.289636, 0.445704], [-1.319195, -2.331116, -0.253426], [1.024785, -1.441706, -0.811676], [2.195475, -1.302086, -0.241316], [1.153585, -2.540986, -1.569416], [0.833855, -0.414936, -1.673906], [-0.078025, 0.693104, 1.157384], [-0.635205, 2.136834, 1.061084], [-1.523715, 2.380664, 1.643494], [0.149305, 2.805164, 1.416004], [-0.988125, 2.366014, 0.055584], [0.938225, 0.721734, 0.764294], [0.192075, 0.391804, 2.169484], [0.181095, -1.915756, 1.097754], [3.488205, 3.685444, 2.427084], [4.658115, 3.055024, 1.908324], [3.719725, 4.744744, 2.538314], [2.686975, 3.769784, 1.692904], [3.159725, 3.352194, 3.411534], [4.555275, 2.134924, 2.162184], [1.833495, 1.006594, 4.576674], [2.726185, 1.457614, 5.637994], [1.773825, -0.081726, 4.587054], [0.832585, 1.429204, 4.664244], [2.205825, 1.320614, 3.601554], [3.470955, 0.854714, 5.696494], [4.475535, -1.437946, -2.709956], [4.392325, -0.506676, -3.777036], [4.645635, -0.841526, -1.813596], [3.550555, -2.002286, -2.591506], [5.213955, -2.186796, -2.996426], [5.294305, -0.262916, -3.997496], [-1.849645, -1.623976, 4.061914], [-2.956085, -0.694076, 3.913344], [-1.554835, -1.953976, 3.065784], [-1.062535, -1.154866, 4.652244], [-2.291345, -2.429606, 4.648394], [-2.974485, 0.002554, 4.573614], [-2.104115, -0.069006, -2.877286], [-2.825445, -0.131236, -1.671826], [-1.243485, 0.599574, -2.856976], [-1.724745, -1.050146, -3.162816], [-2.807165, 0.209654, -3.662256], [-3.032955, 0.792084, -1.510546], [3.644345, -0.349466, 1.997754], [4.443655, 0.335174, 2.926714], [3.258475, -1.249556, 2.476324], [2.801655, 0.203434, 1.582704], [4.307875, -0.580116, 1.164304], [4.698685, -0.330956, 3.569224], [-3.188225, 3.860344, -1.384866], [-3.912795, 2.615784, -1.478266], [-3.357655, 4.337634, -0.419676], [-2.103685, 3.754244, -1.409456], [-3.506105, 4.467464, -2.232476], [-4.812225, 2.842534, -1.230876], [-4.273495, 0.874984, 1.326674], [-3.858475, -0.531236, 1.428904], [-5.079545, 1.066904, 0.618474], [-4.709365, 1.212944, 2.266834], [-3.475415, 1.499904, 0.925864], [-3.532965, -0.639366, 2.325534], [1.275595, -0.968926, -4.918306], [1.939955, -2.140096, -4.592076], [0.662995, -0.678346, -4.064856], [1.803685, -0.072536, -5.243426], [0.471965, -1.062746, -5.648696], [2.163215, -2.101626, -3.659186], [1.988295, 2.477294, -1.836896], [1.631775, 3.862214, -1.889556], [1.865785, 2.029374, -2.823026], [3.033515, 2.254294, -1.622676], [1.512765, 1.842494, -1.089236], [2.192835, 4.266984, -2.555126]],
  "atomic_forces_ev_per_a": [[2.9, -3.3, -2.9], [2.5, 1.3, 0.6], [-2.4, 0.0, -0.3], [-1.4, 1.0, 1.0], [-0.1, 2.8, 1.2], [0.9, 0.0, -0.9], [0.3, -0.1, 0.6], [-0.2, -0.2, -0.6], [0.9, -1.0, 1.6], [-3.3, -0.5, 0.8], [0.9, 1.3, 0.3], [0.7, 0.8, -0.2], [-2.3, -0.6, -1.6], [0.8, 0.7, 1.1], [-0.3, -0.3, -0.1], [0.3, 0.1, 0.2], [0.6, 0.1, -0.6], [-0.3, -0.9, 0.2], [0.0, -0.5, 0.6], [0.0, 0.2, -0.4], [0.7, 0.0, -0.3], [0.1, 0.2, -0.7], [-0.9, -0.2, 0.6], [0.4, -0.4, 0.3], [0.5, 1.5, -0.5], [-0.9, 0.0, 0.4], [0.4, 0.1, 0.3], [-0.4, -0.8, -0.1], [0.0, -0.4, -0.1], [0.5, -0.3, 0.0], [1.0, 0.1, 0.3], [-1.2, 0.0, -0.7], [-0.2, -0.1, 0.0], [0.1, 0.1, 0.6], [0.1, 0.0, 0.0], [0.0, 0.0, -0.2], [0.0, 0.2, -0.5], [-0.4, 0.1, -0.3], [0.4, -0.7, 0.4], [0.0, 0.3, 0.0], [0.3, 0.0, 0.7], [0.0, 0.1, -0.1], [-1.2, 0.4, 0.9], [0.0, 0.2, -0.7], [0.2, 0.1, 0.2], [0.2, -0.1, -0.4], [0.5, -0.4, -0.2], [0.3, -0.2, 0.1], [0.4, -0.8, -2.0], [-0.6, -0.2, 0.8], [-0.2, 0.2, 0.4], [-0.1, -0.1, 0.4], [0.2, 0.3, -0.2], [-0.6, 0.5, 0.6], [0.3, -0.8, -0.7], [-0.2, 0.6, 0.8], [-0.2, -0.2, -0.4], [0.2, 0.5, 0.5], [-0.3, -0.5, -0.3], [0.3, 0.3, 0.1], [-0.1, 0.2, -0.1], [0.7, 0.0, 0.4], [-0.4, 0.2, -0.1], [-0.1, -0.7, -0.4], [0.2, 0.4, 0.3], [-0.2, -0.2, -0.1], [-0.1, -0.2, -0.2], [-1.4, 1.2, -1.9], [-0.2, -0.9, -0.3], [0.5, 0.0, 0.2], [0.3, -0.1, 0.6], [0.5, -0.2, 1.2], [-2.1, 1.2, 0.6], [0.5, -0.5, -0.6], [0.1, 0.4, 0.4], [1.0, -0.3, 0.1], [0.3, -0.9, -0.6], [-0.1, 0.0, -0.2], [0.9, -0.6, -0.8], [-0.1, -0.7, 0.8], [-0.5, -0.2, 0.0], [0.5, 0.7, 0.1], [-0.9, 0.8, 0.0], [0.0, 0.0, 0.0]],
  "lowdin_charge": [1.8182, -0.3680, -0.4263, -0.3508, -0.4403, 0.0771, 0.0652, 0.0961, 0.0289, -0.3547, -0.1308, -0.2853, -0.5541, 0.1607, 0.1525, 0.1181, -0.2338, -0.0347, 0.0576, 0.0742, 0.0587, 0.0711, 0.1007, 0.1402, -0.1556, -0.1074, 0.0751, 0.0629, 0.0694, 0.0168, -0.1529, -0.1131, 0.0748, 0.0771, 0.0332, 0.0641, -0.1378, -0.1207, 0.0770, 0.0488, 0.0922, 0.0772, -0.0625, -0.1436, 0.0809, 0.0809, 0.0886, 0.0995, -0.1003, -0.2288, 0.0899, 0.0982, 0.1004, 0.0517, -0.1582, -0.1219, 0.0943, 0.0530, 0.0846, 0.0953, -0.1066, -0.1425, 0.0844, 0.0732, 0.0873, 0.0844, -0.0751, -0.2357, 0.0758, 0.0993, 0.0594, 0.0200, -0.1893, -0.0853, 0.0444, 0.0766, 0.0789, 0.0212, -0.1548, -0.1132, 0.0755, 0.0781, 0.0456, 0.0747]
}